{"formula": "C5H10N3O", "method": "ωB97M-V/def2-TZVPD", "symbols": ["C", "C", "C", "N", "C", "N", "C", "N", "O", "H", "H", "H", "H", "H", "H", "H", "H", "H", "H"], "coordinates": [[-1.68555, -1.11877, -0.15512], [-0.98575, 0.19055, -0.15159], [0.42869, 0.23164, -0.66967], [0.22838, 0.32195, 0.80096], [0.46725, -0.03207, 1.93772], [1.67082, -0.04971, 2.49123], [2.84341, -0.01390, 1.70628], [2.78158, -0.55156, 0.45087], [3.76464, 0.69262, 2.02498], [-1.11491, -1.97556, 0.09183], [-2.45813, -0.91902, 0.58047], [-2.21263, -1.18339, -1.08791], [-1.68521, 1.14824, -0.15293], [0.94134, -0.62563, -0.88735], [0.92129, 1.15785, -1.02449], [-0.25143, -0.18417, 2.77650], [1.88284, -0.49515, 3.39255], [3.58319, -0.29734, 0.02008], [2.77809, -1.61235, 0.27147]], "charge": 1, "lumo_energy_ev": -3.6549, "e_above_lowest_kj_mol": 259.9, "smiles": "C[C@@H]1C/[N+]1=C\\NC(N)=O", "homo_lumo_gap_ev": 10.80}



{"formula": "C5H10N3O", "method": "ωB97M-V/def2-TZVPD", "symbols": ["C", "C", "C", "C", "C", "N", "N", "N", "O", "H", "H", "H", "H", "H", "H", "H", "H", "H", "H"], "coordinates": [[1.02592, -0.39659, -0.22599], [0.58398, 0.78780, 0.09756], [2.56140, -0.44982, -0.52702], [-2.58942, -2.30065, -1.78898], [0.21429, 2.15494, 1.99712], [0.41872, -1.64906, -0.21083], [-1.51026, -1.44766, -1.46418], [0.19869, 1.88442, 0.54856], [-0.67347, -2.03344, -0.68617], [2.91697, 0.51269, -0.09087], [2.94225, -1.16749, 0.17637], [2.69539, -0.59867, -1.72672], [-2.81472, -2.20630, -2.94298], [-2.16420, -3.43171, -1.66370], [-3.34744, -1.96936, -1.18951], [0.38152, 1.40630, 2.74515], [0.82156, 2.93009, 2.25981], [-0.77266, 2.51556, 2.09761], [-0.07978, 2.78241, 0.02222]], "charge": 1, "lumo_energy_ev": [-4.6526, -4.1483], "e_above_lowest_kj_mol": 907.5, "homo_lumo_gap_ev": [8.42, 8.94]}



{"formula": "C5H10N3P", "method": "ωB97M-V/def2-TZVPD", "symbols": ["C", "P", "C", "N", "C", "C", "N", "N", "C", "H", "H", "H", "H", "H", "H", "H", "H", "H", "H"], "coordinates": [[-0.61970, -0.33345, -3.00534], [0.99248, 0.11940, -2.20742], [0.52987, 0.12094, -0.44133], [0.80820, 1.31404, 0.33575], [0.32825, 0.98471, 1.51674], [0.50015, 1.84577, 2.71772], [-0.14926, -0.21713, 1.65199], [-0.06717, -0.75120, 0.42050], [-0.40588, -2.19794, 0.40253], [-1.19107, -1.00220, -2.28049], [-0.44239, -0.69445, -4.02711], [-1.23006, 0.55360, -3.10831], [0.98578, 1.50750, -2.14235], [-0.13484, 1.61011, 3.55481], [1.42882, 1.69610, 3.16914], [0.33677, 2.87888, 2.25239], [-1.47491, -2.30462, 0.54670], [-0.26586, -2.53940, -0.60101], [0.07081, -2.59065, 1.24510]], "lumo_energy_ev": 0.7953, "e_above_lowest_kj_mol": 24.6, "smiles": "CPc1nc(C)nn1C", "homo_lumo_gap_ev": 9.41}



{"formula": "C5H10N3P", "method": "ωB97M-V/def2-TZVPD", "symbols": ["C", "N", "N", "C", "C", "N", "C", "P", "C", "H", "H", "H", "H", "H", "H", "H", "H", "H", "H"], "coordinates": [[-0.34449, 1.98568, 0.74802], [-0.45865, 0.60767, 0.41052], [-1.58207, 0.03596, 0.24693], [-1.60997, -1.26258, 0.11105], [-2.84655, -2.03759, -0.17878], [-0.42141, -1.91978, 0.17978], [0.65069, -1.38644, 0.39956], [2.37726, -1.31810, 0.49870], [2.66574, -0.08925, -0.85973], [-1.25974, 2.37187, 1.20765], [0.48868, 2.09405, 1.44500], [-0.12588, 2.58093, -0.14452], [-2.84212, -2.95895, 0.40089], [-3.71697, -1.43903, 0.07522], [-2.88568, -2.29852, -1.23694], [2.40608, -0.40057, 1.56347], [3.72590, 0.14228, -0.93309], [2.09087, 0.81272, -0.67380], [2.34327, -0.53591, -1.79883]], "lumo_energy_ev": [0.5348, 0.5348], "e_above_lowest_kj_mol": 209.0, "smiles": "C/N=N/C(C)=N\\C#[PH]C", "homo_lumo_gap_ev": [7.90, 7.90]}



{"formula": "C5H10N5", "method": "ωB97M-V/def2-TZVPD", "symbols": ["C", "C", "C", "C", "C", "N", "N", "N", "N", "N", "H", "H", "H", "H", "H", "H", "H", "H", "H", "H"], "coordinates": [[3.70740, -0.70871, -0.06053], [3.59867, 0.58599, -0.54438], [-1.93106, 0.45378, 0.53485], [-2.49439, -0.35796, -0.51040], [0.35369, -0.32528, 0.52669], [2.56477, -1.13751, 0.33641], [2.27532, 0.95285, -0.34432], [1.66427, -0.15606, 0.19744], [-3.79734, -0.65774, -0.45532], [-0.56958, 0.73704, 0.40465], [4.58101, -1.23167, -0.03704], [4.27506, 1.23219, -0.92977], [-2.58743, 1.41929, 0.73642], [-2.06176, -0.01456, 1.49948], [-1.96854, -0.68556, -1.29629], [-0.15499, -1.23430, 0.59750], [-4.35122, -1.39059, -0.86430], [-4.39133, -0.47026, 0.32591], [1.65668, 1.41629, -0.96725], [-0.36922, 1.57277, 0.85024]], "charge": 1, "lumo_energy_ev": [-3.7060, -5.1892], "e_above_lowest_kj_mol": 477.1, "homo_lumo_gap_ev": [7.76, 4.32]}



{"formula": "C5H10N5O2S2", "method": "ωB97M-V/def2-TZVPD", "symbols": ["C", "S", "O", "O", "N", "N", "C", "N", "N", "C", "C", "N", "C", "S", "H", "H", "H", "H", "H", "H", "H", "H", "H", "H"], "coordinates": [[2.78413, -0.55136, -0.60093], [1.45856, -0.71533, 0.58270], [1.48326, 0.37192, 1.50039], [1.12889, -2.02775, 0.98521], [0.16747, -0.36978, -0.42205], [-1.01276, -1.02273, -0.01026], [-1.53264, -0.93729, 1.29374], [-2.55801, -1.77393, 1.56052], [-1.10424, -0.02909, 2.12962], [-0.03828, 0.92749, -0.89942], [-0.83957, 1.26298, -2.01922], [-0.64588, 2.52167, -2.43766], [0.20977, 3.18638, -1.72582], [1.07905, 2.25770, -0.53474], [3.41101, -1.43705, -0.38318], [2.18194, -0.79085, -1.59453], [3.21237, 0.37784, -0.57695], [-1.41678, -1.64265, -0.65280], [-2.82329, -2.08313, 2.40599], [-2.67841, -2.44648, 0.80730], [-1.29649, -0.06019, 3.09813], [-0.12500, 0.23116, 1.93183], [-1.49632, 0.60029, -2.63692], [0.45124, 4.15019, -1.80094]], "charge": 1, "lumo_energy_ev": -2.9784, "e_above_lowest_kj_mol": 138.1, "smiles": "CS(=O)(=O)N([NH+]=C(N)N)c1cncs1", "homo_lumo_gap_ev": 9.20}



{"formula": "C5H10NO", "method": "ωB97M-V/def2-TZVPD", "symbols": ["C", "C", "C", "C", "N", "C", "O", "H", "H", "H", "H", "H", "H", "H", "H", "H", "H"], "coordinates": [[1.92507, 0.79411, 1.86693], [1.99883, 0.55280, 0.56946], [1.18984, -0.52794, -0.07187], [-0.11844, -0.15538, -0.80794], [-1.29378, -0.36822, 0.09220], [-2.53548, -0.00707, -0.81683], [-2.49860, -0.49400, -2.02891], [2.58491, 1.43482, 2.43779], [1.07958, 0.54272, 2.50810], [2.82196, 0.87406, -0.07731], [1.68758, -1.11844, -0.85940], [0.83642, -1.25309, 0.64007], [-0.33404, -0.74044, -1.70874], [-0.31346, 0.91884, -1.10151], [-1.17558, -1.35089, 0.37834], [-3.48320, -0.23332, -0.29173], [-2.37161, 1.13144, -0.72865]], "charge": -1, "lumo_energy_ev": 3.7883, "e_above_lowest_kj_mol": 132.7, "smiles": "C=CCCNC[O-]", "homo_lumo_gap_ev": 6.28}



{"formula": "C5H10NO", "method": "ωB97M-V/def2-TZVPD", "symbols": ["C", "C", "C", "C", "N", "C", "O", "H", "H", "H", "H", "H", "H", "H", "H", "H", "H"], "coordinates": [[2.62623, 2.04877, -0.04673], [1.73419, 1.09327, -0.35144], [0.46711, 0.72336, 0.37754], [-0.39537, -0.39021, -0.26401], [0.15424, -1.66541, 0.12924], [-1.91782, -0.20839, 0.01904], [-2.54105, -1.42646, -0.05559], [2.75944, 2.46605, 0.94949], [3.30651, 2.43272, -0.80042], [1.99143, 0.43736, -1.18210], [-0.00742, 1.64191, 0.71167], [0.94210, 0.19009, 1.21097], [-0.24892, -0.36137, -1.35404], [0.37746, -1.73165, 1.12496], [-0.58242, -2.37130, 0.15435], [-1.99141, 0.26480, 1.03974], [-2.32748, 0.51722, -0.70539]], "charge": -1, "lumo_energy_ev": 3.7479, "e_above_lowest_kj_mol": 108.4, "smiles": "C=CC[C@@H](N)C[O-]", "homo_lumo_gap_ev": 6.17}



{"formula": "C5H10NO", "method": "ωB97M-V/def2-TZVPD", "symbols": ["N", "C", "O", "H", "H", "H", "H", "C", "C", "C", "C", "H", "H", "H", "H", "H", "H"], "coordinates": [[-0.65644, 1.93823, -0.64560], [-1.20923, 1.56400, 0.72123], [-2.14097, 2.38459, 1.18206], [-0.53301, 2.94697, -0.58331], [-1.46680, 1.82925, -1.25383], [-1.56368, 0.51240, 0.59358], [-0.29615, 1.47153, 1.37179], [0.22920, -1.44801, 1.28911], [0.69119, -1.09946, 0.09234], [1.39213, -2.08611, -0.73264], [1.98819, -1.80318, -1.89003], [0.36253, -2.46836, 1.63805], [-0.29199, -0.75304, 1.93115], [0.56403, -0.10820, -0.33773], [1.49389, -3.08364, -0.30742], [2.52057, -2.54466, -2.47077], [1.88714, -0.80282, -2.29799]], "charge": -1, "lumo_energy_ev": 3.5907, "e_above_lowest_kj_mol": 93.4, "homo_lumo_gap_ev": 6.02}



{"formula": "C5H10NO", "method": "ωB97M-V/def2-TZVPD", "symbols": ["C", "O", "C", "C", "C", "C", "N", "H", "H", "H", "H", "H", "H", "H", "H", "H", "H"], "coordinates": [[-2.19725, 0.23172, 0.80227], [-3.66921, 0.10078, 0.00082], [-1.29335, 0.91848, -0.19672], [0.15345, 0.79278, 0.15591], [1.02320, -0.07202, -0.46076], [2.31136, -0.39224, -0.05638], [3.00939, -1.37380, -0.82481], [-2.99707, -0.59403, 0.14320], [-1.72492, -0.52054, 1.45333], [-1.44462, 0.37698, -1.15624], [-1.66242, 1.92338, -0.40047], [-2.57403, 0.98157, 1.53361], [0.50189, 1.40753, 0.97122], [0.71901, -0.56285, -1.38039], [2.68345, -0.01709, 0.90414], [3.29073, -2.15206, -0.22571], [3.87038, -1.04859, -1.26300]], "lumo_energy_ev": [0.9511, -0.2694], "e_above_lowest_kj_mol": 256.1, "multiplicity": 2, "s2": 0.78, "homo_lumo_gap_ev": [8.55, 9.65]}



{"formula": "C5H10NO", "method": "ωB97M-V/def2-TZVPD", "symbols": ["O", "C", "C", "C", "C", "C", "N", "H", "H", "H", "H", "H", "H", "H", "H", "H", "H"], "coordinates": [[-1.15193, 2.72677, 1.76114], [-1.23083, 1.86928, 0.92646], [-0.14865, 0.83140, 0.80119], [-0.29052, 0.01566, -0.46741], [0.70837, -1.10640, -0.82944], [1.43065, -1.81701, 0.19463], [0.52383, -1.72276, -1.98515], [-1.88679, 1.97693, 0.04090], [0.72088, 1.49676, 0.73158], [-0.02162, 0.16807, 1.67553], [-0.33213, 0.75315, -1.27662], [-1.24739, -0.51884, -0.70151], [0.95039, -2.29088, 1.03568], [2.40425, -2.11385, -0.20724], [1.44241, -4.42679, -0.81959], [0.82065, -2.68356, -1.92304], [-0.16840, -1.43590, -2.65391]], "charge": 1, "lumo_energy_ev": -7.9421, "e_above_lowest_kj_mol": 769.3, "homo_lumo_gap_ev": 5.58}



{"formula": "C5H10NO", "method": "ωB97M-V/def2-TZVPD", "symbols": ["N", "C", "C", "C", "C", "C", "O", "H", "H", "H", "H", "H", "H", "H", "H", "H", "H"], "coordinates": [[-1.23067, -1.22470, 0.91936], [-0.96304, 0.13631, 1.46229], [-0.21301, 0.97564, 0.74795], [-0.30796, 1.09707, -0.73329], [0.88989, 0.25195, -1.41927], [1.71961, -0.39340, -0.39054], [1.48337, -1.50764, 0.03150], [-1.72638, -1.05385, 0.03939], [-1.88381, -1.74247, 1.50841], [-0.31288, -1.69531, 0.78403], [-0.87080, 0.19938, 2.54512], [0.43446, 1.73343, 1.18792], [-0.44201, 2.01731, -1.29533], [-1.19929, 0.50619, -0.99223], [1.50646, 0.90110, -2.05998], [0.47394, -0.38309, -2.20477], [2.64209, 0.18207, -0.13054]], "charge": 1, "lumo_energy_ev": -4.0454, "e_above_lowest_kj_mol": 247.7, "smiles": "[NH3+]/C=C\\CCC=O", "homo_lumo_gap_ev": 10.35}